C21H51N3O11P2S2Ta as an isolated structure. Source: the Open Molecules 2025 dataset; level of theory: the ωB97M-V functional and the def2-TZVPD basis.

The geometry in XYZ format:
```
91
Properties=species:S:1:pos:R:3:mulliken_charge:R:1
P 4.852 6.999 0.989 0.84
H -4.926 -5.832 3.643 0.23
O -3.201 5.984 -1.661 -0.66
O -2.085 5.272 0.316 -0.62
C 0.609 -2.782 1.673 -0.79
H 7.337 7.604 0.265 0.31
H -3.263 -6.349 3.310 0.31
H -0.555 -2.250 -7.288 0.29
H -0.184 -2.293 1.034 0.36
O 5.298 8.007 1.966 -0.72
C -1.974 -3.402 2.744 0.48
H -2.006 0.194 -7.232 0.42
C 2.569 8.147 0.748 -0.73
H -3.256 -1.547 -6.274 0.25
H -1.079 -0.216 -4.448 0.26
H -1.266 4.756 -3.172 0.43
N -2.584 -4.287 1.922 -0.31
C 6.551 5.178 1.703 -0.73
C -0.998 0.602 -5.216 -0.24
H 2.565 0.592 1.105 0.37
C -1.089 4.438 -2.110 -1.05
C -3.967 -2.652 2.594 0.06
C 1.642 -1.657 2.059 -0.58
H -1.866 1.314 -5.191 0.20
H 1.673 2.562 -3.887 0.28
C -4.686 -11.186 5.709 -0.66
O -2.750 -2.372 3.200 -0.24
H 6.688 8.772 -0.907 0.25
H 0.541 2.450 2.474 0.32
H -2.101 1.670 -2.866 -0.06
P -4.180 -9.152 4.226 1.01
H 6.535 4.330 2.386 0.24
C 0.564 2.490 -4.123 -1.43
H 0.886 0.511 0.306 -0.13
S -2.497 4.827 -1.038 0.87
O -4.997 -9.699 3.130 -0.66
O -4.447 -9.784 5.656 -0.34
H 2.936 8.794 -0.051 0.30
H 1.038 -3.615 1.061 0.43
H -0.213 0.108 -7.289 0.29
N -3.861 -3.764 1.848 -0.35
O 5.213 5.492 1.345 -0.22
H -4.839 -11.468 6.749 0.23
C 1.315 2.292 1.671 -0.94
H -3.333 3.737 -0.925 0.14
C 1.433 2.805 -0.959 -1.51
H -4.861 -1.998 2.709 0.37
H 2.667 8.651 1.710 0.33
H -1.309 1.949 -0.421 -0.07
C -2.061 -9.251 2.722 -0.60
H -2.737 -8.749 2.030 0.32
C 1.058 3.320 0.500 0.77
H -0.216 5.033 -1.709 0.25
S -0.200 -3.569 3.166 -0.15
C -4.292 -6.690 3.425 -0.67
O 3.286 6.915 0.763 -0.09
C 0.412 1.313 -5.183 -0.48
C 6.745 7.715 -0.644 -0.63
H -1.859 -10.259 2.356 0.25
H -0.167 -0.313 2.388 0.32
H 1.819 3.711 -1.530 0.39
C -1.190 -1.722 -6.525 -0.47
O -4.372 -7.605 4.517 -0.35
H 1.310 0.111 3.354 0.32
H 2.256 2.042 -0.998 0.47
H -0.003 0.387 -1.981 -0.15
H 2.229 -2.020 2.951 0.33
H -4.635 -7.148 2.496 0.39
H 7.112 4.902 0.808 0.28
H -5.584 -11.435 5.142 0.30
Ta -0.490 2.172 -2.097 0.89
H 7.239 7.174 -1.452 0.24
C 0.953 -0.243 2.352 -0.62
H 2.302 2.578 2.149 0.24
H -0.006 3.673 0.490 -0.01
N -2.586 -2.244 -6.599 -0.63
H -2.819 -2.517 -7.556 0.22
H 1.685 4.247 0.690 -0.24
H -1.126 -8.693 2.762 0.25
O -2.602 -9.331 4.040 -0.31
H 0.543 1.785 -6.206 0.38
H 7.040 6.018 2.202 0.37
H 0.255 3.486 -4.544 0.38
H -0.806 -2.050 -5.511 0.29
O 5.426 7.199 -0.492 -0.30
H -3.831 -11.735 5.311 0.28
H 2.307 -1.516 1.156 0.34
C -1.108 -0.144 -6.642 -0.79
H 1.203 0.520 -5.110 0.22
H 1.517 7.927 0.574 0.23
C 1.457 0.784 1.234 -0.06
```

- HOMO energy (eV) = -5.18
- LUMO level (eV) = 2.04
- total charge = -1

A 3-piece molecular cluster, C6H14O2 overall. Source: the Open Molecules 2025 dataset; level of theory: the ωB97M-V functional and the def2-TZVPD basis.

The geometry in XYZ format:
```
22
Properties=species:S:1:pos:R:3:mulliken_charge:R:1
H 0.903 -1.035 0.454 -0.13
H -1.753 -0.584 1.755 0.38
C 0.702 -0.962 -1.692 -1.18
H 0.544 1.300 1.370 0.42
O -3.547 0.536 -0.694 -0.46
H -0.464 2.458 0.484 0.44
H -0.609 -1.794 -0.173 0.33
H 2.814 0.148 0.701 0.13
H -0.120 -0.921 -2.413 0.42
C 0.100 1.540 0.411 -1.55
C -1.858 -0.002 0.846 -0.69
H 0.892 1.633 -0.327 0.30
H 1.332 -1.788 -1.962 0.39
H -1.263 0.610 -0.944 0.23
H -3.869 -0.881 0.685 0.35
H 2.369 -1.243 0.415 0.20
H 1.236 -0.033 -1.888 0.31
C 0.094 -0.960 -0.307 -0.27
C -0.741 0.336 -0.017 0.76
C -3.187 -0.132 0.252 -0.01
O 2.985 1.027 1.121 -0.67
H 3.441 0.747 1.925 0.32
```

- HOMO energy (eV) = -7.42
- LUMO level (eV) = -3.60

A 2-piece molecular cluster, C4H13NOS overall. Source: the Open Molecules 2025 dataset; level of theory: the ωB97M-V functional and the def2-TZVPD basis.

The geometry in XYZ format:
```
20
Properties=species:S:1:pos:R:3:mulliken_spin:R:1
H 1.498 -1.790 0.144 -0.07
S 0.728 0.516 2.123 0.15
H 2.744 0.363 0.813 -0.11
H -0.067 -3.031 -1.045 0.00
C -0.258 -0.940 -0.496 0.40
H -1.810 3.780 1.325 -0.31
H -1.442 2.565 2.194 0.10
H -1.681 -2.380 -1.284 0.00
H -0.689 -1.127 0.499 0.03
H 1.619 1.286 0.030 -0.05
O -1.811 2.804 1.322 0.40
H -0.823 1.029 -0.391 -0.04
N -0.808 0.275 -1.063 -0.06
C 1.277 -0.830 -0.337 -0.01
C 1.675 0.339 0.581 0.68
H -0.356 -2.014 -2.412 0.00
H 1.746 -0.766 -1.319 0.01
H -1.743 0.176 -1.427 0.02
H 0.820 1.878 2.103 -0.04
C -0.618 -2.132 -1.359 -0.09
```

- HOMO energy (spin up / spin down) (eV) = 0.71 / -5.41
- LUMO level (spin up / spin down) (eV) = 3.34 / 3.36
- <S²> = 0.751
- total charge = -1
- spin multiplicity = 2

C19H20BFN9O6PtS as an isolated structure. Source: the Open Molecules 2025 dataset; level of theory: the ωB97M-V functional and the def2-TZVPD basis.

The geometry in XYZ format:
```
58
Properties=species:S:1:pos:R:3:mulliken_charge:R:1
H 1.318 -3.371 -0.546 0.45
C -2.652 1.693 -3.963 0.25
H -1.381 3.286 -3.372 0.49
C -0.462 0.896 3.588 -0.38
O 1.734 -2.096 1.624 -0.74
H 2.787 -0.142 -1.692 0.46
O 0.074 4.127 -1.616 -0.72
H 2.197 0.419 5.412 0.43
C 4.591 0.304 0.972 -0.23
C 3.270 0.066 -0.751 0.16
C 4.601 -0.028 -0.371 -1.28
O 0.413 2.435 -0.229 -0.78
O -1.507 0.302 0.223 0.05
N 3.344 0.580 1.363 0.23
N -4.435 -1.063 0.905 -0.57
Pt 0.524 0.475 0.290 1.47
O 0.440 -0.669 -2.908 -0.65
H -1.479 0.991 3.239 0.49
N -2.201 1.199 -0.403 -0.37
C -0.960 -3.658 1.470 -0.78
H -0.774 -1.830 2.739 0.35
C -2.829 0.255 -4.065 0.33
C -1.510 2.220 -3.517 -0.08
C -0.792 -3.814 -0.046 -0.64
N -0.422 1.444 -3.167 0.13
H 0.160 -2.352 -1.421 -0.01
H 1.517 1.372 -2.449 0.19
H 5.393 0.366 1.687 0.41
H -0.138 -4.146 1.998 0.33
N 2.532 0.446 0.296 -0.31
H 3.891 0.641 3.531 -0.19
H -1.898 -4.082 1.827 0.41
C -0.479 0.074 -3.203 0.35
C 1.400 0.585 4.707 -0.24
H -0.529 0.480 5.785 0.37
N -1.679 -0.430 -3.678 0.04
C -3.485 0.996 -0.339 0.79
H -1.751 -1.637 1.266 -0.17
N -5.106 2.641 -1.488 -0.56
C -4.365 1.923 -0.981 -0.08
H 5.444 -0.309 -0.977 0.41
F -3.682 2.465 -4.322 -0.37
H -0.587 -4.845 -0.335 0.36
H 1.110 2.829 -3.394 0.36
C 0.763 2.128 -2.635 -0.97
H -1.720 -3.511 -0.536 0.33
C -4.033 -0.140 0.350 0.07
N 1.675 0.817 3.411 0.34
B 3.064 1.167 2.823 0.14
C 0.396 2.967 -1.397 0.83
C -0.903 -2.158 1.709 -0.30
H 3.194 2.368 2.767 -0.19
O -3.816 -0.334 -4.447 -0.67
H -1.747 -1.437 -3.678 0.22
S 0.575 -1.664 0.829 0.90
N 0.543 1.017 2.729 -0.20
C 0.346 -2.883 -0.489 -0.61
C 0.028 0.624 4.875 -1.06
```

- HOMO energy (eV) = -5.46
- LUMO level (eV) = 2.34
- total charge = -1

Per-record F_max, eV/Å: 5.22, 2.26, 1.65, 0.89
Per-record relative energy (zero: lowest compared OMol25 entry of this formula, charge and spin), eV: 1.870, 7.763, 0.000, 0.649